{"formula": "C4H10N3", "method": "the ωB97M-V functional and the def2-TZVPD basis", "homo_lumo_gap_ev": 10.71, "e_lumo_ev": -3.692, "smiles": "CC1(C)N=NC[NH2+]1", "relative_energy_ev": 3.121, "total_charge": 1, "homo_ev": -14.397, "elements": ["C", "C", "C", "N", "N", "C", "N", "H", "H", "H", "H", "H", "H", "H", "H", "H", "H"], "positions_angstrom": [[0.80223, -0.42721, 1.39746], [-0.32573, -0.03827, 0.41273], [-1.23239, -1.14613, 0.11350], [-1.07538, 1.14758, 0.88277], [-0.76970, 2.21337, 0.38416], [0.15727, 2.04888, -0.81512], [0.27403, 0.55621, -0.89419], [1.49447, 0.39898, 1.48975], [1.25993, -1.25507, 1.07398], [0.31034, -0.60911, 2.42601], [-2.24056, -0.99980, 0.08866], [-0.99449, -1.91930, 0.97355], [-0.93680, -1.64485, -0.73229], [-0.30503, 2.44614, -1.67082], [1.08411, 2.54749, -0.45940], [-0.21973, 0.21597, -1.67311], [1.21083, 0.43332, -1.07995]], "forces_ev_per_angstrom": [[-3.2, 3.5, 2.1], [0.6, 1.7, 0.1], [2.2, -2.9, 3.7], [0.7, -0.1, 1.1], [-0.4, 0.0, -1.2], [-0.1, -0.3, 3.3], [-1.0, 1.7, 0.9], [0.3, 0.2, 0.2], [1.8, -3.3, -1.2], [0.8, 0.3, -1.7], [-2.7, 1.0, 0.0], [-1.0, 1.2, -1.7], [0.7, -1.3, -2.2], [-0.3, 0.7, -1.0], [-0.3, -0.5, -0.9], [-1.0, -0.6, -1.3], [2.9, -1.3, -0.1]]}

=====

{"formula": "C4H5NO", "method": "the ωB97M-V functional and the def2-TZVPD basis", "homo_lumo_gap_ev": 11.76, "e_lumo_ev": 0.873, "smiles": "N#CC[C@H]1CO1", "relative_energy_ev": 1.627, "homo_ev": -10.885, "elements": ["N", "C", "C", "C", "C", "O", "H", "H", "H", "H", "H"], "positions_angstrom": [[2.65908, 0.75476, -0.47725], [1.78990, 0.02164, -0.26584], [0.67607, -0.89896, -0.01558], [-0.57306, -0.20049, 0.51477], [-1.13540, 0.97221, -0.15264], [-1.72686, -0.31192, -0.29784], [1.01289, -1.66951, 0.68507], [0.41772, -1.39803, -0.95537], [-0.76136, -0.32868, 1.58044], [-1.71663, 1.69013, 0.42441], [-0.64235, 1.36885, -1.04016]], "forces_ev_per_angstrom": [[-0.9, -0.7, 0.2], [0.7, 0.6, -0.2], [0.0, 0.0, 0.0], [0.2, 0.0, 0.2], [0.1, 0.3, 0.0], [-0.2, -0.2, -0.1], [0.0, 0.1, -0.1], [0.0, 0.1, 0.1], [0.0, 0.0, -0.2], [0.1, -0.1, -0.1], [-0.1, -0.1, 0.1]]}

=====

{"formula": "C4H10N2O", "method": "the ωB97M-V functional and the def2-TZVPD basis", "homo_lumo_gap_ev": 9.44, "e_lumo_ev": 0.884, "smiles": "CN[C@@H](C)C(N)=O", "relative_energy_ev": 1.371, "homo_ev": -8.556, "elements": ["C", "N", "C", "C", "C", "N", "O", "H", "H", "H", "H", "H", "H", "H", "H", "H", "H"], "positions_angstrom": [[1.69478, -0.31002, 1.12753], [0.21950, -0.46429, 1.01281], [-0.73247, 0.05893, 0.05277], [-0.99318, 1.55311, 0.20120], [-0.17321, -0.22183, -1.37988], [-0.18533, -1.55326, -1.68690], [0.12546, 0.65750, -2.15120], [2.23357, -0.31903, 0.17929], [2.06498, -1.04248, 1.84081], [1.81912, 0.70942, 1.50824], [-0.13811, -0.37538, 1.95336], [-1.65514, -0.52528, 0.08867], [-0.10234, 2.16785, 0.23421], [-1.74051, 1.86790, -0.52460], [-1.50746, 1.66545, 1.17093], [-0.38956, -1.72177, -2.66392], [-0.54011, -2.14681, -0.96332]], "forces_ev_per_angstrom": [[-1.5, 1.8, -0.6], [-0.1, -1.9, 1.0], [2.2, 1.0, -1.2], [-1.4, -0.6, 1.0], [-0.9, 0.1, 0.9], [0.2, 0.6, -0.6], [0.2, 0.0, -0.2], [-0.2, -0.5, 0.0], [0.1, 0.0, -0.2], [0.8, -0.1, 0.3], [-0.2, -0.1, -0.1], [-0.1, 0.2, 0.4], [0.1, 0.0, -0.4], [0.4, 0.3, -0.3], [0.2, 0.1, -0.1], [0.3, -0.5, 0.3], [-0.2, -0.4, -0.1]]}

=====

{"formula": "C3H9O3", "method": "the ωB97M-V functional and the def2-TZVPD basis", "homo_lumo_gap_ev": 5.79, "e_lumo_ev": 3.476, "relative_energy_ev": 0.965, "total_charge": -1, "homo_ev": -2.312, "elements": ["C", "C", "O", "C", "O", "H", "H", "H", "H", "H", "H", "H", "H", "H", "O"], "positions_angstrom": [[0.39589, -0.01996, 0.77387], [0.06380, 0.76769, -0.46474], [-1.06167, 1.64526, -0.24468], [1.68027, -0.87389, 0.60684], [1.90471, -1.68241, 1.67858], [-0.43102, -0.71783, 0.95011], [0.46904, 0.56767, 1.69401], [0.94375, 1.29632, -0.85818], [-0.22101, 0.15312, -1.31568], [-0.86394, 2.28340, 0.43860], [1.49976, -1.44813, -0.33080], [2.54829, -0.20361, 0.40466], [-1.78220, -1.13178, -0.92612], [-2.57719, 0.14147, -1.06755], [-2.56850, -0.77732, -1.33892]], "forces_ev_per_angstrom": [[0.1, -0.7, -0.4], [0.2, 0.6, 0.2], [-0.3, 0.0, -0.8], [-0.2, -0.9, 1.4], [0.0, 0.3, -0.4], [0.1, -0.1, 0.1], [0.1, 0.3, -0.2], [-0.1, 0.4, 0.3], [-0.2, -0.3, 0.2], [0.3, -0.1, 0.3], [0.1, -0.1, -0.4], [-0.1, 0.3, -0.2], [0.2, -0.1, 0.2], [0.2, 0.4, 0.2], [-0.5, -0.3, -0.3]]}

=====

{"formula": "C16H21N3OS", "method": "the ωB97M-V functional and the def2-TZVPD basis", "homo_lumo_gap_ev": 8.87, "e_lumo_ev": -0.175, "smiles": "CC[C@H](C)c1ccc2ncc(N=C=S)nc2c1.CC(C)O", "relative_energy_ev": 1.875, "homo_ev": -9.044, "elements": ["C", "C", "C", "C", "C", "C", "C", "C", "N", "C", "C", "N", "C", "S", "N", "C", "C", "H", "H", "H", "H", "H", "H", "H", "H", "H", "H", "H", "H", "H", "C", "C", "C", "O", "H", "H", "H", "H", "H", "H", "H", "H"], "positions_angstrom": [[-0.88595, 1.06717, 0.78298], [0.45869, 1.12236, 0.05657], [1.07599, -0.27870, -0.24673], [0.45493, -0.79895, -1.54597], [0.88225, -1.21485, 0.91881], [1.84533, -1.24591, 1.95576], [1.66690, -2.06399, 3.04179], [0.53074, -2.88873, 3.15012], [0.37625, -3.67496, 4.25941], [-0.71348, -4.38153, 4.29484], [-1.65543, -4.35882, 3.23874], [-2.83305, -5.19266, 3.40152], [-3.76447, -4.63105, 3.93201], [-4.89232, -3.85917, 4.67465], [-1.56107, -3.64981, 2.16333], [-0.42522, -2.88244, 2.12486], [-0.21518, -2.03272, 1.01805], [-0.77902, 0.72669, 1.81074], [-1.51767, 0.31835, 0.30526], [-1.40153, 2.02237, 0.78108], [0.29132, 1.62323, -0.89374], [1.14439, 1.70143, 0.67401], [2.14059, -0.09407, -0.37838], [0.92378, -0.27971, -2.37945], [-0.60028, -0.53441, -1.59280], [0.55261, -1.87416, -1.66174], [2.73217, -0.62979, 1.92051], [2.38569, -2.07729, 3.84637], [-0.90129, -5.01304, 5.15154], [-0.96523, -2.02075, 0.24187], [0.04266, 2.87177, -4.40927], [0.10965, 3.93851, -3.32658], [0.82088, 5.18746, -3.82409], [0.77770, 3.42120, -2.17475], [1.04942, 2.56942, -4.71113], [-0.46612, 1.98118, -4.03791], [-0.48822, 3.23365, -5.29073], [-0.89953, 4.19617, -3.00350], [1.85033, 4.95339, -4.10905], [0.86530, 5.94082, -3.03726], [0.31193, 5.61597, -4.68853], [1.67555, 3.18636, -2.43323]], "forces_ev_per_angstrom": [[0.1, -0.6, -0.1], [-0.4, -0.3, 0.4], [-0.7, 0.4, 0.1], [0.2, 0.3, 0.1], [0.3, -0.2, 0.0], [-0.3, -0.4, 0.5], [0.2, 0.3, -0.2], [0.1, -0.2, 0.4], [-0.2, 0.1, -0.2], [0.4, -0.1, 0.1], [-0.7, -0.5, -0.5], [0.4, 0.6, 0.0], [-0.1, 0.0, 0.2], [-0.3, -0.1, 0.0], [0.6, 0.0, 0.5], [0.0, 0.4, -0.7], [0.0, 0.1, -0.1], [0.1, 0.1, 0.2], [-0.3, 0.1, -0.1], [0.0, 0.1, -0.1], [0.3, 0.2, 0.0], [0.2, 0.2, -0.2], [0.2, -0.3, -0.1], [0.1, -0.1, -0.2], [-0.2, -0.1, 0.1], [0.1, -0.1, -0.1], [0.0, 0.1, -0.2], [0.1, -0.1, 0.1], [0.0, -0.1, 0.1], [-0.1, -0.1, 0.0], [-0.1, -0.1, 0.1], [0.5, -0.1, -0.3], [-0.1, 0.1, 0.1], [-0.2, 0.1, 0.0], [0.0, 0.1, 0.0], [0.0, 0.0, 0.0], [0.0, 0.0, 0.0], [0.0, 0.0, 0.1], [0.0, -0.1, -0.1], [0.0, 0.0, 0.0], [0.0, 0.0, 0.0], [0.0, 0.0, 0.0]]}

=====

{"formula": "C30H60F2N10O6S2", "method": "the ωB97M-V functional and the def2-TZVPD basis", "homo_lumo_gap_ev": 10.44, "e_lumo_ev": -7.953, "total_charge": 4, "homo_ev": -18.397, "elements": ["C", "C", "N", "C", "C", "N", "C", "C", "H", "H", "H", "H", "H", "H", "H", "H", "H", "H", "H", "C", "C", "N", "C", "C", "N", "C", "C", "H", "H", "H", "H", "H", "H", "H", "H", "H", "H", "H", "C", "C", "N", "C", "C", "N", "C", "C", "H", "H", "H", "H", "H", "H", "H", "H", "H", "H", "H", "C", "C", "N", "C", "C", "N", "C", "C", "H", "H", "H", "H", "H", "H", "H", "H", "H", "H", "H", "C", "O", "C", "C", "N", "H", "H", "C", "C", "O", "C", "H", "H", "H", "H", "H", "H", "H", "H", "H", "H", "H", "H", "H", "H", "N", "S", "O", "O", "F", "S", "O", "O", "F"], "positions_angstrom": [[-3.07638, -3.24582, 2.36440], [-2.02124, -3.82299, 3.28086], [-1.09274, -2.82517, 3.80285], [-1.28988, -2.08600, 4.94310], [-0.24306, -1.24147, 5.07178], [0.53345, -1.41908, 3.95108], [-0.02047, -2.34413, 3.18208], [1.79253, -0.74518, 3.63430], [-3.68737, -4.04083, 1.93943], [-2.60058, -2.63524, 1.59399], [-3.78846, -2.60618, 2.88807], [-1.44678, -4.60498, 2.78435], [-2.51496, -4.30776, 4.12237], [-2.09709, -2.32081, 5.61611], [-0.00089, -0.56335, 5.87006], [0.37205, -2.70570, 2.25109], [1.55395, 0.29405, 3.41547], [2.29428, -1.19061, 2.78428], [2.44120, -0.75318, 4.50800], [7.27219, 0.50271, -0.20469], [6.10546, -0.12210, 0.59009], [5.88451, -1.53712, 0.27913], [4.64312, -2.09534, 0.02906], [4.83427, -3.42674, 0.09562], [6.14910, -3.65314, 0.39326], [6.73064, -2.49338, 0.58068], [6.71312, -4.95789, 0.69246], [7.46523, -0.12197, -1.08101], [8.19549, 0.47666, 0.36690], [7.00057, 1.48733, -0.56544], [5.18205, 0.43176, 0.43002], [6.28949, 0.03035, 1.65595], [3.82242, -1.50908, -0.35064], [4.14826, -4.22944, -0.11188], [7.73494, -2.35993, 0.94773], [7.79125, -4.99874, 0.55643], [6.30267, -5.70744, 0.02058], [6.49653, -5.23347, 1.72319], [-3.69365, 5.53430, -2.49110], [-4.25054, 4.14263, -2.63188], [-3.28144, 3.27132, -3.34359], [-2.00471, 2.98707, -2.93690], [-1.51228, 2.02963, -3.74297], [-2.50981, 1.77568, -4.66811], [-3.59368, 2.45458, -4.34470], [-2.49898, 0.78533, -5.75918], [-4.47791, 6.26688, -2.30362], [-3.25245, 5.85108, -3.43972], [-2.94244, 5.64148, -1.71182], [-5.19090, 4.07932, -3.16928], [-4.37448, 3.68065, -1.65110], [-1.61412, 3.48388, -2.06732], [-0.62396, 1.42873, -3.80818], [-4.51754, 2.52315, -4.89606], [-2.36253, 1.29187, -6.71325], [-3.41837, 0.21304, -5.81822], [-1.62444, 0.16591, -5.57266], [-1.98414, 5.25180, 2.07558], [-0.70614, 4.70119, 2.69499], [0.50229, 4.94977, 1.91004], [1.50809, 4.07555, 1.57050], [2.41786, 4.75915, 0.84423], [1.94847, 6.05945, 0.76223], [0.87551, 6.16178, 1.52321], [2.67122, 7.17493, 0.15119], [-2.39806, 4.59533, 1.30814], [-1.85671, 6.26037, 1.68381], [-2.74999, 5.32633, 2.84691], [-0.88849, 3.67227, 2.98152], [-0.61148, 5.28281, 3.61613], [1.57833, 3.05968, 1.91847], [3.40148, 4.54683, 0.46769], [0.28000, 7.05224, 1.64045], [2.03667, 7.69184, -0.57133], [3.53582, 6.76346, -0.35541], [2.94225, 7.96899, 0.84534], [-4.16778, -0.20100, -1.06854], [-3.47294, -1.40497, -1.30833], [-2.42902, -1.27572, -2.22168], [-1.72293, -2.60314, -2.32328], [-1.34108, -3.00306, -0.94003], [-0.86770, -2.21298, -0.45762], [-2.16728, -3.22427, -0.37248], [-0.48956, -4.24165, -0.80256], [-1.26412, -5.43905, -1.30668], [-2.57072, -5.26576, -0.84728], [-3.43643, -6.36621, -1.12458], [-4.89607, -0.37752, -0.28405], [-4.74137, 0.10485, -1.95754], [-3.50361, 0.63767, -0.82741], [-1.73102, -0.46370, -1.95400], [-2.76841, -1.00786, -3.23779], [-0.78661, -2.58033, -2.87533], [-2.41026, -3.37660, -2.66078], [-0.26064, -4.28890, 0.26295], [0.44183, -3.99926, -1.31389], [-0.82761, -6.32891, -0.82907], [-1.19098, -5.59107, -2.38901], [-4.39205, -6.20645, -0.63757], [-2.95796, -7.30910, -0.86270], [-3.67230, -6.38271, -2.19694], [-0.32234, -0.71277, 0.46524], [-1.06767, 0.59601, 1.15498], [-1.80386, 1.40849, 0.26241], [-0.38058, 1.18800, 2.24423], [-2.20998, -0.22969, 1.84455], [0.85375, -0.01622, -0.33693], [1.92242, 0.48275, 0.47409], [0.50997, 0.75605, -1.48348], [1.49723, -1.34383, -0.98404]], "forces_ev_per_angstrom": [[-0.2, 0.3, -0.1], [-0.5, -0.6, 0.0], [-0.4, 0.6, -0.3], [0.0, -0.6, 0.5], [-0.1, 0.1, -0.1], [0.5, -0.1, -0.4], [0.0, -0.6, 0.4], [-0.2, 0.9, 0.6], [0.2, -0.1, -0.2], [-0.2, -0.1, -0.1], [0.2, 0.1, 0.1], [0.1, 0.1, 0.0], [0.2, 0.1, 0.2], [0.0, 0.1, 0.0], [0.1, 0.1, -0.1], [0.1, 0.0, 0.0], [0.1, -0.1, -0.2], [-0.2, -0.2, -0.1], [0.0, -0.2, 0.0], [-0.3, -1.1, -0.3], [0.5, 1.3, 0.0], [-1.0, 1.2, 1.1], [0.6, 0.2, -0.6], [-0.7, -0.5, -0.5], [-0.3, -0.8, 0.5], [1.1, 0.1, -0.2], [0.4, -0.9, 0.2], [-0.1, 0.2, -0.1], [0.0, 0.4, 0.1], [0.3, 0.2, 0.2], [-0.1, -0.4, -0.4], [0.0, -0.5, 0.0], [0.0, 0.0, 0.3], [0.1, -0.1, 0.0], [0.1, 0.1, -0.1], [0.0, 0.4, -0.1], [-0.2, 0.1, 0.0], [-0.1, 0.0, 0.0], [-0.1, 0.8, -0.7], [0.6, -0.4, 0.5], [-0.7, -0.5, 0.2], [0.0, 0.6, 0.8], [-0.3, -0.5, -1.1], [-0.8, -1.2, -0.2], [0.2, 1.5, -0.3], [0.9, 0.4, -0.1], [-0.1, -0.2, 0.2], [0.1, 0.0, 0.1], [0.0, -0.2, 0.1], [0.0, 0.2, -0.1], [-0.3, 0.0, 0.0], [0.3, -0.1, 0.0], [0.3, 0.4, 0.3], [0.0, -0.3, 0.0], [0.1, 0.1, 0.0], [0.0, -0.1, 0.3], [-0.2, -0.3, -0.2], [-0.3, -0.2, -0.4], [-1.1, 1.1, 1.1], [0.4, -0.5, 0.6], [0.2, -0.7, -0.1], [-0.1, 0.9, -0.1], [1.0, 0.3, 0.8], [-1.1, 0.2, -1.2], [-0.3, 0.6, -0.5], [0.2, 0.1, -0.2], [0.0, 0.0, -0.1], [0.1, 0.0, 0.1], [0.8, -0.3, -0.3], [0.4, -0.3, 0.1], [-0.4, -0.1, -0.1], [-0.1, -0.4, -0.1], [0.1, 0.1, 0.1], [0.0, -0.4, -0.2], [0.1, 0.2, 0.0], [0.2, -0.5, 0.4], [-0.6, 0.7, -0.6], [0.3, -0.3, 0.3], [0.3, 0.7, -1.0], [-0.2, -0.4, 0.9], [0.4, -0.5, 1.0], [-0.3, -0.2, -0.2], [-0.3, 0.3, -0.5], [0.1, 1.2, -0.3], [0.5, -0.7, 0.5], [-0.3, 0.3, 0.3], [-0.2, 0.0, -1.0], [0.1, 0.0, 0.2], [0.1, -0.2, 0.0], [-0.1, -0.4, 0.2], [-0.1, -0.2, 0.3], [-0.3, -0.1, 0.1], [-0.2, 0.1, -0.4], [0.1, 0.0, -0.3], [-0.1, -0.3, 0.0], [0.0, -0.5, -0.2], [0.1, 0.0, -0.2], [-0.1, 0.2, 0.0], [0.2, 0.0, 0.4], [-0.2, 0.0, 0.3], [0.2, -0.1, 0.1], [-0.1, 2.1, 0.4], [-2.4, -1.4, 1.1], [0.6, 0.7, -0.8], [0.8, 0.2, 0.0], [0.2, -0.4, 0.2], [2.9, -0.3, -1.5], [-0.3, -0.1, 0.3], [-0.6, -0.1, 0.1], [-0.6, -0.1, 0.3]]}